Computed, not measured: a molecular structure, C30H70B3NO12, with ωB97M-V/def2-TZVPD.

Geometry (Å):
C: -0.853 -3.377 1.556
C: -0.830 -3.395 0.195
C: -0.224 -4.535 -0.597
O: -0.926 -5.408 -0.907
O: 1.104 -4.454 -0.883
C: 1.403 -4.730 -2.264
C: 2.083 -3.524 -2.961
C: 1.441 -2.213 -2.424
C: 1.572 -1.066 -3.432
C: 0.847 0.222 -2.974
C: -0.659 -0.084 -2.813
B: -1.600 1.175 -2.716
O: -1.558 2.125 -1.694
B: -2.817 2.601 -1.362
O: -3.996 2.278 -2.029
B: -3.802 1.286 -2.982
N: -4.753 0.257 -3.313
C: -4.136 -1.086 -3.524
C: -5.776 0.081 -2.307
C: -7.160 -0.259 -2.843
O: -5.591 0.140 -1.148
O: -2.594 1.333 -3.693
H: 0.064 -3.294 2.139
H: -1.802 -3.460 2.081
H: -1.229 -2.539 -0.352
H: 0.533 -5.026 -2.849
H: 2.108 -5.567 -2.260
H: 1.840 -3.633 -4.021
H: 3.160 -3.525 -2.794
H: 0.394 -2.456 -2.245
H: 1.973 -1.979 -1.501
H: 1.157 -1.429 -4.379
H: 2.634 -0.859 -3.598
H: 1.311 0.512 -2.027
H: 1.031 0.995 -3.719
H: -0.956 -0.678 -3.683
H: -0.836 -0.728 -1.945
H: -2.891 3.380 -0.469
H: -4.910 -1.736 -3.940
H: -3.842 -1.496 -2.553
H: -3.314 -1.060 -4.232
H: -7.323 0.129 -3.847
H: -7.174 -1.353 -2.942
H: -7.941 -0.004 -2.133
C: 5.060 -6.146 1.210
C: 4.103 -5.401 2.130
C: 2.656 -5.727 1.803
O: 4.320 -3.994 2.009
H: 4.894 -5.858 0.167
H: 6.095 -5.896 1.451
H: 4.932 -7.226 1.297
H: 4.312 -5.664 3.167
H: 2.414 -5.427 0.780
H: 1.983 -5.180 2.464
H: 2.457 -6.796 1.908
H: 4.137 -3.747 1.094
C: -6.900 4.448 0.389
C: -7.146 5.073 -0.976
C: -7.771 4.070 -1.936
O: -5.917 5.547 -1.518
H: -6.209 3.604 0.307
H: -6.443 5.173 1.064
H: -7.830 4.093 0.836
H: -7.801 5.940 -0.869
H: -7.103 3.217 -2.089
H: -7.935 4.526 -2.914
H: -8.727 3.702 -1.558
H: -5.334 4.785 -1.617
C: -0.777 3.970 1.781
C: 0.036 2.702 1.993
C: 1.500 2.922 1.647
O: -0.494 1.648 1.189
H: -0.736 4.282 0.734
H: -1.827 3.797 2.025
H: -0.405 4.787 2.401
H: -0.052 2.380 3.032
H: 1.611 3.201 0.595
H: 2.070 2.003 1.796
H: 1.938 3.710 2.264
H: -0.424 1.915 0.264
C: 0.638 -6.404 6.418
C: 1.811 -6.665 5.485
C: 2.892 -7.487 6.173
O: 2.359 -5.425 5.041
H: 0.962 -5.837 7.295
H: -0.125 -5.809 5.914
H: 0.185 -7.338 6.756
H: 1.462 -7.191 4.595
H: 3.287 -6.954 7.042
H: 3.729 -7.660 5.495
H: 2.505 -8.452 6.503
H: 2.674 -4.944 5.815
C: 1.046 6.353 -2.886
C: 1.506 4.925 -2.636
C: 1.335 4.065 -3.878
O: 0.764 4.364 -1.553
H: -0.016 6.375 -3.147
H: 1.168 6.956 -1.986
H: 1.613 6.815 -3.696
H: 2.555 4.925 -2.333
H: 0.281 4.015 -4.171
H: 1.662 3.044 -3.681
H: 1.910 4.460 -4.717
H: -0.168 4.354 -1.801
C: 4.912 4.740 1.462
C: 5.847 4.240 2.552
C: 5.079 3.886 3.816
O: 6.825 5.237 2.846
H: 4.391 5.647 1.782
H: 5.475 4.998 0.563
H: 4.168 3.985 1.203
H: 6.390 3.363 2.195
H: 4.565 4.766 4.214
H: 5.761 3.535 4.592
H: 4.338 3.107 3.625
H: 6.360 6.021 3.163

- DFT total energy (hartree) = -2217.414370
- orbital gap (eV) = 8.444
- HOMO level (eV) = -8.281